1.
{
  "formula": "C3H4O",
  "method": "wB97M-V/def2-TZVPD",
  "elements": ["C", "C", "C", "O", "H", "H", "H", "H"],
  "positions_angstrom": [[0.007998, 0.310285, -0.069723], [1.244292, 0.725066, -0.045641], [-1.020577, -0.663599, -0.117216], [-1.293176, 0.690538, 0.086821], [1.497174, 1.764122, 0.075161], [2.044368, 0.016750, -0.151576], [-1.419048, -1.199099, -0.956046], [-1.061032, -1.644062, 1.178217]],
  "atomic_forces_ev_per_a": [[-0.1, -0.9, -0.1], [0.2, 0.5, 0.0], [0.6, -3.6, 3.9], [-0.4, 1.0, 0.2], [0.0, 0.2, 0.1], [0.1, -0.2, -0.1], [-0.2, 0.1, -0.3], [-0.1, 2.8, -3.5]],
  "homo_ev": -9.7,
  "e_lumo_ha": 0.0287,
  "spin_multiplicity": 1,
  "homo_lumo_gap_ev": 10.5
}

=====

2.
{
  "formula": "C4H7Cl9",
  "method": "wB97M-V/def2-TZVPD",
  "elements": ["C", "Cl", "Cl", "Cl", "H", "C", "Cl", "Cl", "H", "H", "C", "Cl", "Cl", "H", "H", "C", "Cl", "Cl", "H", "H"],
  "positions_angstrom": [[-9.366216, -18.642607, 22.649018], [-10.965572, -18.353511, 21.824927], [-9.137825, -17.201038, 23.655549], [-8.010885, -18.835813, 21.520511], [-9.465683, -19.532653, 23.270338], [-13.900084, -19.020944, 19.540325], [-13.700594, -17.578943, 18.529392], [-15.536608, -19.312596, 20.231277], [-13.627429, -19.845258, 18.881347], [-13.133615, -18.996227, 20.314928], [-9.653709, -22.578748, 24.410962], [-10.820522, -22.017019, 23.224787], [-9.545258, -24.362970, 24.411050], [-8.690571, -22.191342, 24.078739], [-10.007118, -22.153114, 25.350125], [-5.451868, -17.637821, 24.101245], [-4.044902, -17.882402, 25.141358], [-5.261046, -16.158897, 23.271750], [-5.483423, -18.457451, 23.383387], [-6.378204, -17.784683, 24.656615]],
  "atomic_forces_ev_per_a": [[-0.6, 0.5, -0.4], [1.0, -0.4, 0.2], [0.3, -0.3, 0.1], [-0.6, 0.0, 0.3], [0.0, 0.2, -0.2], [-0.6, 0.0, -0.4], [-0.3, -0.3, 0.5], [1.4, 0.4, -0.5], [-0.3, -0.2, 0.1], [-0.2, 0.1, 0.3], [0.2, -0.3, -0.2], [-0.5, 0.3, -0.6], [-0.1, 0.7, 0.3], [-0.1, -0.1, 0.4], [0.4, -0.5, 0.1], [1.2, -0.4, 0.4], [-0.6, -0.4, 0.0], [-0.6, 0.6, -0.4], [0.2, -0.2, -0.4], [-0.3, 0.5, 0.3]],
  "homo_ev": [-13.5, -12.7],
  "charge": 1,
  "e_lumo_ha": [-0.1030, -0.4085],
  "spin_multiplicity": 2,
  "homo_lumo_gap_ev": [10.7, 1.6]
}

=====

3.
{
  "formula": "CH4N2O2S",
  "method": "wB97M-V/def2-TZVPD",
  "elements": ["C", "N", "N", "O", "O", "S", "H", "H", "H", "H"],
  "positions_angstrom": [[1.143469, -0.206409, 0.180055], [0.006079, -0.811246, 0.918866], [-0.923835, 0.284633, 0.701677], [-0.228718, 2.098412, -1.034986], [-0.829319, -0.147825, -1.847220], [-0.256054, 0.682598, -0.826883], [1.612390, 0.405590, 0.892945], [1.649340, -1.061367, -0.198398], [-0.280255, -1.551489, 0.246978], [-1.893096, 0.307103, 0.966966]],
  "atomic_forces_ev_per_a": [[-3.2, -0.8, 0.3], [-0.9, -0.5, -0.8], [1.9, 0.7, -0.7], [0.4, -0.4, 0.0], [0.6, -0.2, -0.1], [-0.4, 0.5, 1.2], [1.1, 1.3, 0.1], [1.1, 0.1, -1.0], [-0.2, 0.1, 0.9], [-0.2, -0.6, -0.1]],
  "homo_ev": -10.1,
  "e_lumo_ha": 0.0276,
  "spin_multiplicity": 1,
  "homo_lumo_gap_ev": 10.8
}

=====

4.
{
  "formula": "C28H26As2Cl6DyN4O6Si",
  "method": "wB97M-V/def2-TZVPD",
  "elements": ["Dy", "Cl", "C", "C", "C", "N", "C", "O", "C", "C", "C", "C", "C", "N", "C", "C", "C", "Cl", "N", "C", "O", "C", "C", "C", "C", "C", "N", "H", "H", "H", "H", "H", "H", "H", "H", "H", "H", "C", "As", "C", "C", "C", "C", "C", "C", "C", "As", "C", "C", "H", "H", "H", "H", "H", "H", "H", "H", "H", "H", "H", "H", "H", "H", "H", "H", "O", "Cl", "O", "O", "O", "Cl", "Si", "Cl", "Cl"],
  "positions_angstrom": [[9.388349, 11.040045, 15.040784], [11.142202, 4.127086, 14.359376], [11.434146, 5.865764, 14.253536], [10.232868, 6.582813, 14.366551], [10.249433, 8.013345, 14.471354], [9.085020, 8.735420, 14.498372], [7.960316, 8.257039, 13.877131], [7.243864, 7.410149, 14.439056], [7.621239, 8.753956, 12.557574], [6.474631, 8.269750, 11.810288], [6.494318, 8.432937, 10.465490], [7.390708, 9.367679, 9.944208], [8.179911, 10.096135, 10.866478], [8.323635, 9.854002, 12.145899], [11.538261, 8.687615, 14.449711], [12.707222, 7.935000, 14.529360], [12.732208, 6.502727, 14.403038], [14.147595, 5.655987, 14.109645], [11.483677, 10.048007, 14.395894], [12.270199, 10.841985, 13.631761], [13.361943, 10.444839, 13.104673], [11.733854, 12.194295, 13.434780], [12.683519, 13.287370, 13.489815], [12.159527, 14.584067, 13.454749], [10.736031, 14.732946, 13.182389], [9.966879, 13.621975, 13.034415], [10.365582, 12.303379, 13.327710], [9.231181, 6.268957, 14.103447], [5.598875, 7.842429, 12.384348], [5.774590, 7.890780, 9.913790], [7.291709, 9.650971, 8.890185], [8.651209, 11.018277, 10.507923], [13.605012, 8.489491, 14.319951], [13.757813, 13.199143, 13.491278], [12.719098, 15.438039, 13.838584], [10.355734, 15.745849, 13.277758], [8.917948, 13.794542, 12.745994], [13.638839, 9.179184, 9.852969], [13.594412, 11.082881, 9.294320], [11.715162, 11.430428, 9.850093], [13.509072, 10.852774, 7.305013], [13.137037, 9.703318, 6.568534], [13.081278, 9.731053, 5.208040], [13.205768, 10.968110, 4.582031], [13.672778, 12.102223, 5.227190], [13.926707, 12.044392, 6.590113], [14.410294, 13.612610, 7.706745], [12.959929, 14.823633, 7.222239], [15.757168, 14.212102, 6.263702], [13.321401, 9.146382, 10.929564], [14.682727, 8.880527, 9.671393], [12.934937, 8.595452, 9.218191], [11.052070, 10.842358, 9.124779], [11.548338, 12.495502, 9.643140], [11.615749, 11.123619, 10.854589], [12.971911, 8.873242, 7.228614], [12.962131, 8.850667, 4.555817], [13.014759, 11.047129, 3.504502], [13.821813, 13.021859, 4.697628], [12.969555, 15.566896, 8.048081], [12.001491, 14.324061, 7.390360], [12.997745, 15.266488, 6.217886], [15.160157, 14.887295, 5.664523], [15.919764, 13.307801, 5.729300], [16.636771, 14.693009, 6.715751], [10.525017, 11.942240, 16.705532], [10.312386, 11.154833, 18.054110], [7.820090, 12.379552, 14.429219], [11.669690, 10.710710, 18.444874], [9.531480, 9.931414, 17.643703], [4.985680, 12.037766, 13.250747], [6.183571, 12.330295, 14.912279], [5.970408, 10.501922, 15.767762], [5.907084, 13.972192, 16.131908]],
  "atomic_forces_ev_per_a": [[-0.1, -2.4, -0.4], [0.8, 0.1, -0.5], [0.4, 0.8, 1.4], [0.9, 2.6, -0.9], [1.4, -1.4, -0.1], [0.2, 1.7, -0.6], [-0.7, -2.1, 3.5], [0.2, 0.8, -1.3], [-1.9, 2.1, -1.5], [1.0, -0.4, 3.3], [0.5, 1.0, -0.2], [-0.2, 0.2, 0.4], [-0.4, 1.3, -2.2], [-0.5, -2.7, 0.1], [-0.8, -2.1, 0.9], [0.0, -1.5, -1.5], [-4.1, 1.3, -0.2], [1.2, -0.7, 0.1], [-0.8, 3.1, -0.9], [1.8, -4.4, 0.5], [-1.8, 1.8, 0.3], [0.1, 1.6, 0.2], [-2.0, 0.9, -1.0], [-2.0, -1.2, 0.6], [3.1, 0.2, 0.9], [-1.2, -1.3, 0.3], [2.9, 3.4, -1.5], [0.3, -1.2, 0.6], [1.5, -0.2, -0.8], [-0.7, -0.1, -1.0], [0.5, -0.1, 0.5], [0.1, -0.4, 0.0], [0.4, -0.1, 0.4], [0.0, -0.8, 0.4], [0.1, -0.1, -0.7], [-0.4, -0.3, -0.6], [0.5, -0.7, 0.5], [-0.6, 0.3, -0.2], [0.2, -1.2, 0.6], [-0.2, -0.3, -3.5], [0.4, 1.6, -0.9], [0.7, 1.0, 2.3], [-0.2, 0.0, -1.3], [0.5, 0.2, -1.3], [-0.2, -0.6, 0.6], [-1.7, -1.2, 1.7], [1.3, 0.1, -1.4], [-0.6, 0.4, 0.8], [-1.1, 0.6, 1.6], [0.6, -0.1, -1.0], [-0.5, -0.3, 0.4], [0.5, 0.2, 0.6], [0.7, 0.7, 1.3], [-0.2, -0.2, 0.5], [-0.2, -0.2, 1.1], [-0.2, -0.8, -0.5], [-0.3, 0.4, 0.7], [0.1, -0.2, 0.4], [0.0, 0.3, -0.4], [0.1, 0.1, -0.9], [0.1, -0.2, -0.3], [0.0, -0.1, 0.4], [0.3, 0.3, -0.3], [0.7, -0.5, -0.5], [-0.3, -0.3, -0.4], [-0.4, 0.0, 1.5], [2.0, -1.6, -0.9], [-4.0, 0.3, 1.2], [-1.7, 0.8, -0.1], [0.2, 1.6, -0.2], [-0.1, 0.8, 0.3], [4.3, -0.1, -1.8], [-0.2, -0.3, 0.9], [-0.5, -0.6, -0.4]],
  "homo_ev": [-4.2, -4.2],
  "charge": -1,
  "e_lumo_ha": [0.0611, 0.0612],
  "spin_multiplicity": 6,
  "homo_lumo_gap_ev": [5.9, 5.9]
}

=====

E / hartree: -191.7880 -4297.8990 -698.5746 -10160.4139